# 1
{
  "formula": "CH8N4S",
  "method": "ωB97M-V/def2-TZVPD",
  "total_charge": 2,
  "de_lowest_kj_mol": 203.7,
  "homo_lumo_gap_ev": [7.72, 7.83],
  "lumo_energy_ev": [-9.2133, -9.1008],
  "e_tot_ev": -17938.85649,
  "symbols": ["C", "N", "N", "N", "N", "S", "H", "H", "H", "H", "H", "H", "H", "H"],
  "positions_angstrom": [[2.44551, -0.94552, -5.32177], [3.51535, -0.72031, -4.66764], [-3.25529, 0.41234, 5.69768], [3.90298, -1.09389, -3.45549], [-4.46692, 0.49460, 5.94753], [-5.53966, 1.61176, 6.33983], [1.56580, -1.39992, -4.86274], [2.36323, -0.29166, -6.16801], [4.05154, 0.04635, -5.15179], [-2.87701, 1.41243, 5.54703], [4.79409, -1.03794, -3.08781], [3.38941, -1.87244, -3.00641], [-5.00650, -0.31033, 5.75505], [-4.88254, 3.69453, 6.43453]],
  "forces_ev_per_a": [[-1.05, 0.64, 0.98], [1.25, 1.68, -1.15], [0.23, 1.66, -1.06], [-3.20, -1.76, 1.02], [2.81, 0.49, -0.91], [-1.75, 5.04, 0.99], [0.49, -0.55, -0.36], [-0.31, -0.36, -0.61], [0.28, -1.24, 1.11], [-0.24, -1.58, 1.01], [2.50, 0.75, -0.25], [0.09, 0.81, -0.81], [-0.59, -2.33, 0.27], [-0.51, -3.26, -0.25]],
  "lowdin_charge": [0.1629, -0.0560, 0.1863, 0.1437, -0.5698, 0.8702, 0.1322, 0.1173, 0.2239, 0.1405, 0.1118, 0.1642, 0.0958, 0.2769]
}

# 2
{
  "formula": "CH8N6",
  "method": "ωB97M-V/def2-TZVPD",
  "smiles": "NNNC1=[NH+][NH2+]N1",
  "total_charge": 2,
  "de_lowest_kj_mol": 88.3,
  "homo_lumo_gap_ev": 9.38,
  "lumo_energy_ev": -8.7089,
  "e_tot_ev": -10083.51169,
  "symbols": ["N", "N", "N", "C", "N", "N", "N", "H", "H", "H", "H", "H", "H", "H", "H"],
  "positions_angstrom": [[-2.79076, -1.03302, 0.32460], [-1.76038, -0.48220, -0.38443], [-0.52488, -0.61801, 0.41323], [0.58778, 0.01830, 0.15165], [1.88547, 0.00136, 0.67759], [2.25640, 1.07804, -0.33008], [0.84910, 1.11897, -0.76617], [-3.29649, -0.33545, 0.88728], [-3.40739, -1.78515, -0.12404], [-1.85568, 0.48670, -0.58244], [-0.55553, -1.36119, 1.19606], [2.56858, -0.78361, 1.02446], [3.03518, 0.59106, -0.92900], [2.51046, 1.95512, 0.16885], [0.49813, 1.14907, -1.72756]],
  "forces_ev_per_a": [[-1.38, -0.31, 0.35], [0.32, -1.78, -0.01], [1.92, 0.01, 0.87], [-0.85, -0.07, -0.75], [-0.01, 0.34, -0.32], [0.86, -2.85, 0.18], [-0.05, -1.98, 2.55], [0.06, -0.77, -0.40], [1.64, 1.70, 0.41], [-0.28, 1.09, 0.02], [-0.19, 1.30, -1.54], [-1.56, 1.83, -1.04], [-1.54, 1.73, 0.39], [0.22, -0.26, -0.50], [0.85, 0.02, -0.20]],
  "lowdin_charge": [0.0168, -0.0549, 0.1564, -0.2227, 0.1663, 0.1663, 0.1846, 0.1235, 0.1661, 0.1250, 0.2368, 0.2520, 0.2692, 0.2258, 0.1888]
}

# 3
{
  "formula": "CH8NO",
  "method": "ωB97M-V/def2-TZVPD",
  "total_charge": 1,
  "de_lowest_kj_mol": 94.5,
  "homo_lumo_gap_ev": 9.53,
  "lumo_energy_ev": -4.4410,
  "e_tot_ev": -4697.06444,
  "symbols": ["C", "N", "H", "H", "H", "H", "H", "H", "O", "H", "H"],
  "positions_angstrom": [[-0.46360, 1.25536, 0.47198], [-0.83288, 0.48492, 1.65195], [-1.29316, 1.91359, 0.16347], [-0.20126, 0.59943, -0.37510], [0.41079, 1.88201, 0.71564], [-1.63829, -0.15948, 1.51901], [-1.06709, 1.14630, 2.41962], [-0.00930, -0.07805, 1.94583], [1.93070, -2.50788, -3.12268], [0.94864, -2.52908, -3.06476], [2.21547, -2.00709, -2.32495]],
  "forces_ev_per_a": [[0.38, 1.18, -1.85], [-0.03, -0.67, 1.39], [0.34, -0.38, 0.24], [-0.18, 0.17, 0.55], [-0.43, -0.32, -0.06], [0.54, 0.48, 0.01], [0.10, -0.67, -0.32], [-0.73, 0.24, 0.07], [-0.79, 0.59, 0.99], [1.05, -0.03, -0.12], [-0.25, -0.58, -0.89]],
  "lowdin_charge": [-0.0434, 0.1284, 0.1174, 0.1131, 0.1183, 0.1906, 0.1885, 0.1874, -0.0792, 0.0424, 0.0366]
}

# 4
{
  "formula": "CH8NO",
  "method": "ωB97M-V/def2-TZVPD",
  "total_charge": 1,
  "de_lowest_kj_mol": 47.6,
  "homo_lumo_gap_ev": 11.66,
  "lumo_energy_ev": -3.8686,
  "e_tot_ev": -4697.55061,
  "symbols": ["N", "H", "H", "H", "H", "C", "O", "H", "H", "H", "H"],
  "positions_angstrom": [[-1.25810, 0.66615, -1.23070], [-0.71532, 1.04085, -2.01018], [-0.53502, 0.38690, -0.52006], [-1.80723, -0.12889, -1.55013], [-1.87802, 1.38866, -0.87032], [0.57762, -0.65195, 1.39759], [0.87804, -0.11895, 0.09701], [-0.49735, -0.51212, 1.56072], [1.07626, -0.05480, 2.15476], [0.88737, -1.68166, 1.44926], [1.83048, -0.09091, -0.03217]],
  "forces_ev_per_a": [[0.03, 0.26, -0.07], [-0.18, 0.04, -0.12], [0.27, -0.14, -0.17], [0.00, -0.10, 0.01], [-0.06, 0.06, -0.01], [-0.02, 0.69, 0.15], [-0.25, -0.01, 0.04], [0.20, -0.37, -0.08], [0.14, -0.08, 0.16], [-0.14, -0.40, 0.16], [0.01, 0.06, -0.08]],
  "lowdin_charge": [0.3077, 0.1568, 0.0746, 0.1563, 0.1552, -0.0839, -0.1553, 0.0895, 0.0934, 0.0902, 0.1155]
}

# 5
{
  "formula": "CH8NO2",
  "method": "ωB97M-V/def2-TZVPD",
  "total_charge": 1,
  "de_lowest_kj_mol": 56.7,
  "homo_lumo_gap_ev": 10.63,
  "lumo_energy_ev": -4.9465,
  "e_tot_ev": -6744.73986,
  "symbols": ["C", "N", "H", "H", "H", "H", "H", "H", "O", "H", "H", "O"],
  "positions_angstrom": [[-0.73851, -0.67958, 0.33776], [0.06232, -1.46903, -0.25417], [-1.81932, -0.68205, 0.29937], [-0.31448, 0.11605, 0.93388], [1.04959, -1.19782, -0.27381], [-0.30471, -2.21238, -0.84107], [2.73489, 0.57331, -0.73884], [3.24019, -0.53867, -1.60328], [2.53401, -0.33755, -0.98144], [-1.87496, 2.75215, 1.42171], [-2.73668, 1.68909, 0.85348], [-1.83234, 1.98649, 0.84640]],
  "forces_ev_per_a": [[0.40, 0.63, 0.48], [-1.13, 0.43, -0.09], [0.00, -0.70, -0.22], [0.05, 0.15, -0.02], [0.54, -0.42, -0.25], [0.33, -0.06, -0.06], [-0.14, 0.07, 0.16], [-0.01, -0.38, -0.11], [0.03, 0.28, 0.09], [0.28, 0.34, 0.12], [-0.67, -0.18, -0.15], [0.32, -0.17, 0.04]],
  "lowdin_charge": [0.1471, 0.2092, 0.1219, 0.1067, 0.0960, 0.1634, 0.0702, 0.0730, -0.0374, 0.0570, 0.0394, -0.0465]
}

# 6
{
  "formula": "CH8NO2",
  "method": "ωB97M-V/def2-TZVPD",
  "total_charge": 1,
  "de_lowest_kj_mol": 83.3,
  "homo_lumo_gap_ev": 11.06,
  "lumo_energy_ev": -4.9188,
  "e_tot_ev": -6744.46413,
  "symbols": ["C", "N", "H", "H", "H", "H", "H", "H", "O", "H", "H", "O"],
  "positions_angstrom": [[0.70909, -0.44239, 0.82230], [-0.56509, -0.49577, 0.61954], [1.22926, -1.38600, 0.89419], [1.10600, 0.55471, 0.96662], [-1.07276, 0.39444, 0.40825], [-1.03521, -1.29352, 1.03686], [-1.81195, 2.52871, 0.71707], [-2.15877, 1.96211, -0.64698], [-2.16176, 1.74583, 0.27502], [1.44758, -1.13255, -2.32113], [2.49891, -1.55280, -1.32033], [1.81469, -0.88277, -1.45141]],
  "forces_ev_per_a": [[-1.47, 0.02, -0.44], [1.09, 0.52, 1.15], [0.32, 0.24, 0.71], [0.79, -0.21, -0.76], [-0.47, -0.36, 0.57], [-0.44, -0.32, -1.13], [-0.19, 0.10, 0.06], [-0.24, 0.35, -0.99], [0.53, -0.35, 0.79], [0.08, 0.34, 0.48], [0.12, 0.17, 0.01], [-0.12, -0.50, -0.44]],
  "lowdin_charge": [0.1248, 0.1750, 0.1145, 0.1282, 0.0838, 0.1581, 0.0818, 0.0631, -0.0152, 0.0782, 0.0644, -0.0566]
}

# 7
{
  "formula": "CH8NO3",
  "method": "ωB97M-V/def2-TZVPD",
  "total_charge": -1,
  "de_lowest_kj_mol": 8.2,
  "homo_lumo_gap_ev": 8.20,
  "lumo_energy_ev": 4.3194,
  "e_tot_ev": -8800.38694,
  "symbols": ["N", "C", "O", "H", "H", "H", "H", "H", "H", "O", "H", "H", "O"],
  "positions_angstrom": [[1.74277, -0.45789, 1.14811], [0.67215, 0.57205, 1.06012], [-0.04198, 0.49531, -0.08461], [1.26241, -1.34463, 1.26221], [2.07530, -0.52552, 0.18364], [0.03901, 0.40325, 1.94466], [1.19401, 1.53893, 1.16244], [-0.99008, 0.95223, -1.39145], [-0.84795, 1.77929, -2.64698], [-1.51839, 1.28901, -2.16113], [-0.65742, -0.97023, -0.00367], [-1.84831, -1.82691, -0.52446], [-1.08153, -1.90488, 0.05111]],
  "forces_ev_per_a": [[0.10, -0.12, -0.17], [0.14, -0.10, -0.28], [-0.19, -0.27, -0.30], [-0.06, -0.12, 0.10], [0.12, 0.11, 0.17], [0.03, 0.16, 0.35], [-0.08, 0.14, 0.14], [-0.07, 0.16, 0.28], [-0.12, -0.03, -0.03], [0.17, 0.00, -0.17], [-0.16, -0.13, -0.11], [0.05, 0.01, 0.04], [0.06, 0.18, -0.01]],
  "lowdin_charge": [-0.0301, -0.5249, -0.3318, 0.0246, 0.0442, 0.0861, 0.0761, -0.0278, 0.0026, -0.1320, -0.0202, -0.0033, -0.1634]
}

# 8
{
  "formula": "CH8NO5",
  "method": "ωB97M-V/def2-TZVPD",
  "total_charge": -1,
  "de_lowest_kj_mol": 44.7,
  "homo_lumo_gap_ev": 9.05,
  "lumo_energy_ev": 3.9446,
  "e_tot_ev": -12897.30670,
  "symbols": ["N", "C", "O", "O", "H", "H", "H", "H", "O", "H", "H", "O", "H", "H", "O"],
  "positions_angstrom": [[-0.65327, 1.35428, -1.91594], [-0.34513, 0.57491, -0.73670], [0.06353, 1.35974, 0.18677], [-0.47890, -0.65135, -0.64999], [-0.81101, 2.32967, -1.67928], [-1.14769, 1.03849, -2.73094], [0.09182, -2.29126, 1.45010], [-0.37221, -2.74969, 0.10148], [0.09414, -3.09837, 0.91233], [-1.06803, 0.73843, 1.68129], [-1.25755, 1.81910, 2.63035], [-1.37092, 0.85609, 2.58896], [2.26972, 0.33716, -0.51875], [2.21770, -1.17424, -0.53337], [2.76780, -0.44296, -0.78631]],
  "forces_ev_per_a": [[0.17, -0.07, 0.34], [-0.06, 1.90, 0.52], [-0.10, -0.70, -0.21], [-0.18, -0.29, -0.84], [0.19, -0.54, -0.11], [-0.11, -0.55, 0.25], [0.08, -0.19, -0.14], [0.79, -0.32, 1.07], [-0.80, 0.68, -0.98], [0.55, -0.37, -0.64], [-0.06, -0.37, 0.29], [-0.31, 0.75, 0.38], [-0.28, 0.01, 0.09], [-0.65, -0.44, 0.19], [0.78, 0.49, -0.21]],
  "lowdin_charge": [0.0850, -0.8099, -0.1292, -0.0512, 0.0621, 0.0497, 0.0237, 0.0304, -0.1152, -0.0232, 0.0237, -0.0989, 0.0127, 0.0067, -0.0664]
}

# 9
{
  "formula": "CH8NP2",
  "method": "ωB97M-V/def2-TZVPD",
  "total_charge": 1,
  "de_lowest_kj_mol": 406.0,
  "homo_lumo_gap_ev": [8.68, 8.31],
  "lumo_energy_ev": [-5.1796, -5.7690],
  "e_tot_ev": -21221.34509,
  "symbols": ["C", "N", "P", "P", "H", "H", "H", "H", "H", "H", "H", "H"],
  "positions_angstrom": [[0.09464, 0.14649, -0.04624], [-0.74825, -0.21286, 1.10623], [1.59363, 1.33398, 0.23584], [0.09015, -0.90345, -1.50712], [-1.30273, 1.69729, -1.04948], [-1.57447, -0.62299, 0.79248], [-1.12032, 0.67364, 1.51754], [-0.20955, -0.78279, 1.94917], [1.69386, 1.66326, -1.06340], [2.67170, 0.30459, 0.21281], [0.20548, -2.20924, -0.66770], [-1.39413, -1.08791, -1.48013]],
  "forces_ev_per_a": [[1.06, 1.58, -0.63], [2.60, 1.42, 3.27], [-0.33, -1.71, 1.96], [-1.64, -2.29, 0.94], [0.67, -0.65, 0.53], [-1.66, -1.91, -0.61], [0.72, -0.54, 0.17], [-1.79, 1.44, -2.64], [0.09, 0.23, -1.60], [-1.08, 0.77, -0.07], [0.11, 1.54, -1.08], [1.25, 0.12, -0.24]],
  "lowdin_charge": [-0.9654, 0.0669, 0.7694, 0.7581, 0.1871, 0.0906, 0.1576, 0.2578, -0.1475, -0.0598, -0.0360, -0.0786]
}

# 10
{
  "formula": "CH8O2",
  "method": "ωB97M-V/def2-TZVPD",
  "smiles": "C.O.O",
  "de_lowest_kj_mol": 85.8,
  "homo_lumo_gap_ev": 12.27,
  "lumo_energy_ev": 0.7309,
  "e_tot_ev": -5260.85150,
  "symbols": ["C", "H", "H", "H", "H", "O", "H", "H", "O", "H", "H"],
  "positions_angstrom": [[-1.03507, -1.84090, -1.54887], [-1.46912, -2.79627, -1.17691], [-1.24939, -1.73442, -2.58905], [0.07703, -1.94297, -1.42104], [-1.64703, -1.11678, -0.97723], [2.17332, 1.97872, 0.32406], [1.72126, 2.59312, 1.01597], [2.72696, 1.78079, 1.07957], [-0.23452, 1.22477, 1.96548], [-1.22725, 1.00282, 2.09866], [0.16380, 0.85112, 1.22936]],
  "forces_ev_per_a": [[-0.13, -1.30, 1.21], [0.35, 0.29, -0.58], [-0.20, 0.03, -0.70], [-1.19, 0.79, 0.29], [1.17, 0.20, -0.22], [-1.32, 2.03, 2.93], [-0.42, -0.62, -2.59], [1.65, -1.47, -0.30], [-3.38, 1.18, 3.33], [2.94, 0.27, -0.96], [0.53, -1.40, -2.42]],
  "lowdin_charge": [-0.0621, 0.0186, -0.0069, 0.0358, 0.0173, -0.0920, 0.0852, 0.0204, -0.0765, 0.0976, -0.0375]
}